C39H83NO14P3 | ωB97M-V/def2-TZVPD

The strongest force on any atom is 8.81 eV Å⁻¹. The spin multiplicity is 1. As for the charge: -1. The calculation puts the HOMO energy at -0.066 hartree.

The geometry in XYZ format:
```
140
C39H83NO14P3 ωB97M-V/def2-TZVPD
C 1.3247 -1.9762 1.8455
C 2.3628 -1.3594 1.9594
C 3.5372 -0.3944 2.0568
C 3.1849 0.7501 3.0868
C 2.3499 0.2750 4.3324
C 0.7919 0.4099 4.1911
C 0.1838 1.8049 4.6264
C 1.0514 3.0689 4.2853
C 0.1632 4.3837 4.5230
C -0.1752 5.0038 3.0911
C -1.0449 3.9561 2.2988
C -1.6661 4.5346 0.9686
C -2.5783 3.3824 0.3705
O -1.7015 2.4523 -0.2870
C -2.2204 1.1056 -0.2486
C 3.6900 0.1536 0.5796
C 4.6582 1.3896 0.4453
C 4.1122 2.4335 -0.5996
C 2.7128 3.0480 -0.2411
N 2.3877 4.0711 -1.2923
C 1.3465 3.6016 -2.2273
C 2.0863 5.3391 -0.7505
C 2.9749 6.0379 0.3412
O 1.1229 5.9745 -1.1521
H 0.3887 -2.3485 1.4021
H 2.7293 1.6048 2.5117
H 4.1708 1.1272 3.4942
H 2.6963 0.8629 5.2307
H 2.6322 -0.7908 4.5269
H 0.4122 0.1380 3.1772
H 0.3473 -0.3549 4.8944
H -0.7990 1.9000 4.0788
H -0.0948 1.7828 5.7169
H 1.3798 3.1236 3.2202
H 1.9317 3.0633 4.9799
H 0.8190 5.1460 5.0277
H -0.7750 4.1636 5.0860
H 0.7907 5.1176 2.5289
H -0.6507 6.0105 3.1781
H -0.4716 3.0338 2.0182
H -1.8974 3.6652 2.9687
H -0.8342 4.6832 0.2301
H -2.2334 5.4852 1.1194
H -3.3287 3.8358 -0.3415
H -3.0962 2.8826 1.2267
H -2.4768 0.7665 0.7860
H -1.3766 0.4454 -0.5918
H -3.0508 0.9610 -0.9886
H 4.1106 -0.6839 -0.0392
H 2.6385 0.3527 0.2016
H 4.8757 1.9214 1.4028
H 5.6434 0.9816 0.0812
H 4.0063 1.9020 -1.5806
H 4.8296 3.3008 -0.6498
H 1.8984 2.2766 -0.3020
H 2.6632 3.4547 0.7988
H 0.3015 3.7130 -1.8467
H 1.5045 2.5135 -2.4384
H 1.4589 4.1378 -3.2054
H 2.5887 7.0578 0.5837
H 4.0184 6.1183 -0.0620
H 2.9846 5.4342 1.2810
O 7.5893 4.9110 -2.9712
P 7.3018 5.5701 -4.3023
O 6.1813 4.4897 -4.8549
C 5.0124 4.2595 -4.0667
C 4.0423 5.4229 -4.1478
O 8.6707 5.0244 -5.0659
C 9.8845 4.9004 -4.3233
C 10.1291 3.4504 -3.9515
O 7.0371 6.5779 -5.6151
C 6.9869 6.0660 -6.9496
C 5.5601 6.0144 -7.4618
H 5.2814 4.0598 -3.0276
H 4.5368 3.3550 -4.4518
H 4.5335 6.3689 -3.8995
H 3.2069 5.2696 -3.4653
H 3.6421 5.5233 -5.1586
H 9.8630 5.5351 -3.4356
H 10.6978 5.2631 -4.9566
H 9.2340 2.9699 -3.5555
H 10.9282 3.3651 -3.2116
H 10.4212 2.8774 -4.8361
H 7.4580 5.0887 -7.0412
H 7.5596 6.7635 -7.5662
H 5.0299 5.1547 -7.0486
H 5.5473 5.9143 -8.5498
H 5.0046 6.9081 -7.1731
O -4.2616 -1.6955 2.6376
P -5.1218 -2.1647 3.7891
O -6.3142 -2.8872 2.8951
C -5.9468 -3.9261 1.9920
C -5.6095 -5.2139 2.7217
O -5.8115 -0.6908 4.1042
C -5.0277 0.4943 3.9413
C -5.3733 1.1792 2.6335
O -5.7993 -2.7272 5.2150
C -7.1999 -2.6059 5.4738
C -7.9034 -3.9406 5.3138
H -5.1089 -3.6125 1.3654
H -6.7977 -4.0916 1.3274
H -4.8538 -5.0467 3.4945
H -5.2378 -5.9638 2.0207
H -6.4931 -5.6199 3.2174
H -3.9622 0.2646 3.9937
H -5.2534 1.1581 4.7789
H -5.4243 0.4819 1.7962
H -4.6437 1.9548 2.3946
H -6.3609 1.6447 2.7027
H -7.6765 -1.8494 4.8525
H -7.2914 -2.2799 6.5129
H -8.0583 -4.1740 4.2589
H -8.8862 -3.9150 5.7905
H -7.3129 -4.7517 5.7429
O -4.3422 -7.0370 -1.1266
P -4.4138 -8.2160 -2.0725
O -3.3164 -9.1874 -1.3023
C -3.5519 -9.5307 0.0591
C -4.6658 -10.5537 0.1975
O -3.4556 -7.5553 -3.2502
C -3.5205 -6.1480 -3.5025
C -2.3409 -5.4423 -2.8614
O -4.8031 -9.4409 -3.1472
C -3.7887 -10.2108 -3.8009
C -3.6757 -11.5958 -3.1926
H -3.7783 -8.6382 0.6472
H -2.6211 -9.9442 0.4527
H -5.5751 -10.2227 -0.3123
H -4.8955 -10.7288 1.2502
H -4.3742 -11.5054 -0.2493
H -4.4661 -5.7337 -3.1483
H -3.4942 -6.0053 -4.5851
H -2.1704 -5.7720 -1.8360
H -2.4851 -4.3599 -2.8609
H -1.4230 -5.6631 -3.4126
H -2.8196 -9.7151 -3.7972
H -4.1024 -10.3065 -4.8432
H -3.1262 -11.5626 -2.2503
H -3.1332 -12.2655 -3.8636
H -4.6606 -12.0150 -2.9799
```